Computed, not measured: a 2-piece molecular cluster, C7H9N2O3 overall in a non-equilibrium geometry, with wB97M-V/def2-TZVPD.

E_tot: -607.075077 Eh
F_max: 5.05 eV/A
Kohn-Sham gap: 9.7 eV
total charge: +1
HOMO energy: -13.1678 eV
relative energy (zero: lowest compared OMol25 entry of this formula, charge and spin): 0.00 kJ/mol

Each line ends with the Mulliken charge.
Geometry (Å):
O (1.865, -0.136, 1.023)  -0.43
O (1.041, -1.442, -1.722)  -0.33
O (1.004, -2.918, -3.465)  -0.28
N (-0.044, 1.792, -1.154)  -0.05
N (1.281, 0.709, 0.170)  0.38
C (2.038, 1.702, -0.438)  -0.19
C (-2.402, -1.221, 2.130)  -1.24
C (1.189, 2.411, -1.263)  -0.58
C (-1.091, -0.044, 0.341)  -0.57
C (1.125, -2.153, -2.636)  0.58
C (0.017, 0.755, -0.277)  0.41
C (-1.207, -0.435, 1.657)  -0.12
H (1.949, -1.010, 0.682)  0.37
H (-0.899, 2.198, -1.668)  0.31
H (-3.294, -1.078, 1.624)  0.38
H (1.525, 3.043, -2.069)  0.35
H (3.060, 1.740, -0.176)  0.50
H (-0.492, -0.195, 2.326)  0.58
H (-1.872, -0.360, -0.402)  0.28
H (-2.141, -2.267, 2.059)  0.31
H (-2.651, -1.090, 3.255)  0.32


Computed, not measured: C26H25LiN6O3S2 as an isolated structure, with wB97M-V/def2-TZVPD.

E_tot: -2364.098326 Eh
F_max: 0.59 eV/A
Kohn-Sham gap: 5.8 eV
total charge: -2
HOMO energy: -1.4386 eV
relative energy (zero: lowest compared OMol25 entry of this formula, charge and spin): 15.04 kJ/mol

Each line ends with the Mulliken charge.
Geometry (Å):
S (-0.122, -5.226, -1.260)  1.02
S (-1.173, -4.380, 0.303)  -0.51
O (0.074, -4.069, -2.205)  -0.75
O (1.180, -5.679, -0.765)  -0.70
O (-0.913, -6.276, -1.885)  -0.71
N (-2.617, -0.320, -1.808)  -0.05
N (1.846, -1.701, -0.754)  -0.74
N (-1.880, -1.450, -1.805)  0.09
N (-0.473, -1.128, 1.429)  0.26
N (-0.059, 0.630, -0.917)  -0.13
N (2.415, -0.547, -0.346)  0.66
C (-1.220, 2.489, 0.186)  0.09
C (-2.392, 3.038, 0.671)  -1.05
C (2.323, 0.668, -1.091)  -0.34
C (-2.421, -2.233, -2.723)  -0.18
C (1.059, 1.280, -1.288)  0.54
C (-3.596, -0.382, -2.740)  -0.23
C (-1.191, 1.304, -0.582)  0.29
C (-3.628, 1.303, -0.365)  -0.32
C (-4.896, 2.963, 1.045)  -1.55
C (-0.008, -0.923, 2.686)  0.41
C (3.194, -0.745, 0.738)  -0.24
C (0.931, -0.447, 5.309)  -0.47
C (-3.510, -1.605, -3.355)  -1.16
C (0.920, 0.571, 4.359)  -0.68
C (3.136, -2.079, 1.056)  -1.18
C (2.302, 3.090, -2.385)  -0.92
C (1.115, 2.533, -1.951)  -0.79
C (3.502, 1.231, -1.542)  -0.37
C (0.471, -1.704, 4.925)  -0.51
C (4.813, 3.028, -2.738)  -1.49
C (-3.628, 2.446, 0.424)  0.62
C (0.463, 0.346, 3.074)  0.05
C (2.281, -2.631, 0.085)  0.16
C (0.011, -1.950, 3.645)  -0.47
C (3.530, 2.458, -2.198)  0.63
C (-2.462, 0.765, -0.889)  -0.28
Li (-0.037, -2.526, -1.285)  0.85
H (-1.989, -3.210, -2.886)  0.41
H (-4.827, 4.034, 1.251)  0.37
H (-5.757, 2.809, 0.391)  0.36
H (-4.127, -1.986, -4.149)  0.38
H (4.776, 4.120, -2.781)  0.36
H (-0.320, -2.940, 3.354)  0.43
H (1.951, -3.658, -0.028)  0.39
H (-5.115, 2.465, 1.993)  0.27
H (-2.340, 3.935, 1.283)  0.27
H (3.704, 0.090, 1.188)  0.49
H (0.484, -2.522, 5.639)  0.36
H (-4.259, 0.453, -2.885)  0.48
H (0.453, 1.148, 2.343)  0.37
H (-0.671, -2.079, 1.127)  -0.20
H (-0.207, -0.483, 0.688)  -0.39
H (-0.271, 2.953, 0.426)  0.48
H (5.032, 2.673, -3.750)  0.26
H (0.182, 3.054, -2.128)  0.39
H (-4.566, 0.801, -0.576)  0.52
H (4.425, 0.686, -1.368)  0.38
H (5.666, 2.756, -2.112)  0.35
H (2.270, 4.047, -2.899)  0.31
H (1.279, 1.561, 4.622)  0.34
H (1.289, -0.267, 6.315)  0.35
H (3.598, -2.580, 1.888)  0.41


Computed, not measured: a 3-piece molecular cluster, C15H39INO8P2 overall in a non-equilibrium geometry, with wB97M-V/def2-TZVPD.

E_tot: -2231.615792 Eh
F_max: 9.74 eV/A
Kohn-Sham gap: 7.1 eV
total charge: +1
HOMO energy: -11.5153 eV

Each line ends with the Mulliken charge.
Geometry (Å):
I (0.580, 5.114, 2.546)  0.17
P (3.529, -1.186, -3.918)  1.03
P (-3.427, -0.938, 2.843)  1.04
O (2.675, -2.073, -2.979)  -0.69
O (4.848, -2.189, -3.893)  -0.29
O (-4.238, -0.206, 4.103)  -0.37
O (4.045, -0.203, -2.673)  -0.36
O (-4.783, -1.516, 2.087)  -0.28
O (4.484, -0.195, -4.967)  -0.32
O (-3.363, 0.367, 2.013)  -0.72
O (-3.498, -2.396, 3.771)  -0.32
N (-2.224, 3.241, 0.159)  -0.31
C (-4.983, 2.073, 4.022)  -1.23
C (5.710, 1.740, -4.278)  -1.11
C (-4.422, -2.573, 5.971)  -1.11
C (-4.650, -2.069, 0.794)  -0.23
C (3.497, -0.620, -0.375)  -1.23
C (1.482, 3.168, 0.177)  -0.78
C (-3.156, -2.385, 5.148)  -0.13
C (4.412, 1.218, -4.876)  -0.12
C (4.810, -3.373, -4.662)  -0.28
C (0.141, 3.632, 0.998)  -0.40
C (-4.093, -3.475, 0.871)  -1.02
C (3.148, 0.157, -1.632)  -0.28
C (-3.902, 1.117, 4.495)  -0.26
C (-0.989, 4.132, -0.094)  -0.49
C (5.070, -3.068, -6.123)  -1.00
H (-4.673, -4.086, 1.571)  0.24
H (-2.378, 3.282, 1.197)  0.30
H (-0.686, 3.914, -1.216)  0.36
H (5.984, -2.477, -6.239)  0.24
H (3.470, -1.698, -0.549)  0.31
H (1.389, 1.990, 0.028)  0.15
H (-4.930, -3.501, 5.686)  0.32
H (1.459, 3.626, -0.917)  0.26
H (5.594, -4.034, -4.281)  0.31
H (-4.737, 3.105, 4.290)  0.39
H (-1.896, 2.256, -0.055)  0.33
H (5.168, -3.991, -6.700)  0.41
H (6.567, 1.415, -4.878)  0.32
H (-4.022, -1.428, 0.167)  0.20
H (2.805, -0.378, 0.438)  0.36
H (-3.850, 1.137, 5.588)  0.38
H (-3.052, 3.525, -0.410)  0.37
H (5.877, 1.353, -3.267)  0.25
H (-5.945, 1.812, 4.477)  0.34
H (-0.273, 2.660, 1.541)  0.32
H (4.300, 1.610, -5.891)  0.36
H (-2.624, -1.470, 5.423)  0.24
H (-3.060, -3.463, 1.233)  0.27
H (-5.140, -1.764, 5.803)  0.25
H (-2.914, 1.408, 4.125)  0.28
H (-4.191, -2.612, 7.039)  0.38
H (-2.480, -3.226, 5.328)  0.37
H (3.851, -3.885, -4.529)  0.28
H (2.443, 3.440, 0.785)  0.35
H (2.106, 0.004, -1.927)  0.36
H (3.271, 1.229, -1.444)  0.30
H (-4.108, -3.952, -0.113)  0.41
H (4.250, -2.480, -6.547)  0.26
H (3.540, 1.541, -4.301)  0.20
H (-5.124, 2.016, 2.941)  0.26
H (5.707, 2.833, -4.231)  0.38
H (-5.649, -2.095, 0.348)  0.32
H (-1.262, 5.271, 0.004)  0.35
H (4.515, -0.381, -0.051)  0.32


Computed, not measured: an isolated ion of composition C4H7O2 and charge -1 in a non-equilibrium geometry, with wB97M-V/def2-TZVPD.

SMILES: [O-]/C=C\CCO
E_tot: -307.068406 Eh
F_max: 2.87 eV/A
Kohn-Sham gap: 6.6 eV
total charge: -1
HOMO energy: -2.0919 eV
relative energy (zero: lowest compared OMol25 entry of this formula, charge and spin): 223.80 kJ/mol

Each line ends with the Mulliken charge.
Geometry (Å):
O (1.886, 0.631, -0.484)  -0.79
O (0.984, -1.112, 1.458)  -0.59
C (-0.825, -0.489, -0.078)  -0.65
C (-0.224, -0.391, 1.312)  -0.40
C (0.815, 1.114, -1.002)  -0.15
C (-0.407, 0.515, -1.148)  -0.54
H (1.451, -0.905, 0.621)  0.37
H (-0.776, -1.491, -0.541)  0.28
H (-0.013, 0.664, 1.533)  0.23
H (-1.008, 0.524, -2.047)  0.29
H (-1.919, -0.356, -0.010)  0.31
H (1.032, 2.007, -1.637)  0.32
H (-0.995, -0.710, 2.020)  0.31